53
Properties=species:S:1:pos:R:3:mulliken_charge:R:1 method="wB97M-V/def2-TZVPD" homo_lumo_gap_ev=6.89 e_homo_ev=-4.6525 total_charge=-1 de_lowest_kcal_mol=1.00
C 0.703 -1.169 -0.677 0.712
O -0.221 -1.160 -1.693 -0.804
C 0.478 0.188 0.250 0.421
C 1.415 1.108 0.462 -0.867
S 3.680 -1.452 -2.607 -0.680
N -0.794 0.252 0.707 -0.034
H 0.473 -2.050 0.005 0.015
H 1.718 -0.994 -0.978 -0.347
H 0.948 -1.851 -4.510 0.291
H 2.345 1.184 -0.087 0.309
H 1.365 1.980 1.168 0.278
H 4.173 -1.112 -1.397 0.027
H -0.932 0.823 1.506 0.001
H -1.333 -0.521 0.465 -0.028
H 1.063 -1.437 3.652 0.252
H 1.270 -0.692 2.349 0.361
O 0.746 -0.678 3.163 -0.645
H 4.255 1.772 -1.947 0.288
H 2.866 1.061 -2.168 0.231
O 3.363 1.722 -1.680 -0.644
H -0.433 4.231 0.278 0.465
H 0.700 4.081 1.327 0.315
O -0.198 4.488 1.209 -0.762
H -0.727 0.327 3.655 0.373
H -1.815 1.513 3.997 0.323
O -1.622 0.588 3.840 -0.661
H 0.298 3.398 -2.112 0.316
H -0.029 2.746 -0.872 0.345
O -0.193 3.613 -1.342 -0.740
H -1.375 3.919 2.323 0.368
H -2.645 3.243 2.668 0.311
O -1.769 3.409 3.100 -0.678
H -3.356 -0.376 -0.622 0.368
H -4.830 -0.507 -1.456 0.302
O -3.872 -0.696 -1.380 -0.691
H 3.058 -2.111 1.375 0.323
H 1.983 -3.125 1.435 0.318
O 2.498 -2.566 2.011 -0.680
H -1.168 -2.423 -0.746 0.353
H -2.581 -2.802 -0.308 0.304
O -1.674 -3.099 -0.260 -0.683
H -3.768 1.268 -2.257 0.365
H -2.645 2.506 -2.147 0.326
O -3.563 2.257 -2.290 -0.657
H 2.471 -3.328 -1.322 0.258
H 1.115 -4.010 -0.892 0.313
O 2.050 -3.854 -0.608 -0.693
H -2.002 -1.610 2.171 0.359
H -1.942 -3.072 1.777 0.372
O -2.418 -2.487 2.374 -0.661
H 0.026 -0.821 -2.618 0.369
H 1.865 -0.688 -4.181 0.210
O 0.977 -0.983 -4.111 -0.587